Entry from the Open Molecules 2025 dataset: an isolated molecule of C6H13NO (the ωB97M-V functional and the def2-TZVPD basis).

Last column: natural (NBO) charge in e.
Cartesian coordinates (Å):
C  0.531  -1.107  0.094  -0.49
C  1.890  -1.084  0.798  -0.40
C  3.043  -0.629  -0.104  -0.61
C  -0.367  0.050  0.429  0.67
N  -1.174  0.649  -0.495  -0.43
C  -1.232  0.272  -1.905  -0.40
C  -2.294  1.420  0.019  -0.40
O  -0.498  0.363  1.610  -0.64
H  0.702  -1.210  -0.975  0.20
H  0.017  -2.012  0.391  0.24
H  1.836  -0.470  1.700  0.23
H  2.121  -2.056  1.230  0.20
H  4.019  -0.995  0.206  0.21
H  2.861  -0.837  -1.157  0.20
H  3.085  0.462  -0.045  0.20
H  -0.867  1.094  -2.506  0.20
H  -0.703  -0.648  -2.120  0.21
H  -2.270  0.051  -2.171  0.20
H  -1.942  2.172  0.687  0.23
H  -2.772  1.938  -0.810  0.19
H  -2.986  0.735  0.511  0.20

Computed properties:
- 2S+1 = 1
- SMILES = CCCC(=O)N(C)C
- relative energy (zero: lowest compared OMol25 entry of this formula, charge and spin) (kJ/mol) = 78.4
- HOMO (Eh) = -0.33651
- orbital gap (eV) = 10.02
- energy (hartree) = -366.40403